1.
{"formula": "C19H23NPbSb", "method": "ωB97M-V/def2-TZVPD", "elements": ["H", "H", "H", "C", "H", "H", "N", "C", "C", "H", "H", "H", "C", "C", "C", "C", "H", "C", "C", "C", "C", "C", "Pb", "C", "C", "H", "C", "H", "H", "H", "C", "H", "H", "H", "Sb", "H", "C", "H", "C", "H", "H", "H", "H", "H", "C"], "xyz": [[-0.48585, -0.37746, 6.25828], [-6.30243, 1.49727, 3.75573], [0.51416, 1.66416, 7.31195], [-0.85887, 1.82859, 3.70280], [1.81202, 5.64084, 0.28293], [-0.24373, 3.91004, 3.69617], [-1.77702, -0.46204, -1.79762], [0.76067, 5.35357, 0.31817], [-0.94248, 3.75317, 0.89058], [1.64900, 1.30193, 1.83365], [-5.30147, -1.88876, 1.23524], [-1.35775, -0.28138, 3.94707], [-3.78454, -0.36194, 1.41150], [-5.04017, -0.93337, 1.68138], [-1.59839, 5.85927, -0.06578], [-4.35367, 1.55251, 2.83522], [2.38182, -0.27737, 1.23770], [0.13034, 1.70647, 6.29424], [-3.48215, 0.87954, 1.97877], [-0.29606, 2.97469, 4.26363], [-5.60606, 0.97327, 3.10223], [-0.42822, 0.56272, 5.71027], [0.08508, -0.08010, -0.02316], [1.51113, 0.22612, 1.67144], [-0.24076, 6.22866, -0.11330], [0.03071, 7.21438, -0.49780], [-5.94346, -0.25854, 2.52184], [-4.06714, 2.50696, 3.29000], [0.95271, -1.49559, -0.64101], [-3.00257, 4.27547, 0.47580], [0.41557, 4.08559, 0.81842], [1.24911, 0.74646, -1.11583], [-2.37562, 6.53766, -0.40305], [-2.29739, -1.24152, -1.41020], [-1.58167, 1.85600, 1.68688], [-2.27912, 0.40918, -1.90105], [-0.92730, 0.61580, 4.40286], [-6.91917, -0.70047, 2.72196], [0.20045, 2.91437, 5.57566], [-3.06636, -0.90227, 0.78105], [1.19487, 3.39672, 1.15572], [0.63054, 3.80428, 6.02185], [-1.12369, -0.69389, -2.52249], [1.06061, -0.30912, 2.52083], [-1.95422, 4.59199, 0.43072]], "forces_ev_per_a": [[0.1, 0.2, 0.0], [0.0, -0.2, -0.1], [-0.1, 0.0, -0.2], [-0.6, 0.2, -0.8], [-0.2, 0.1, -0.1], [-0.1, -0.4, 0.2], [-0.7, -0.2, -0.3], [-0.2, -0.4, 0.1], [0.5, 0.2, 0.4], [0.1, -0.4, 0.2], [-0.1, 0.0, 0.1], [0.1, 0.4, 0.1], [-1.1, 0.0, 0.2], [0.3, 0.7, 0.1], [0.4, -0.6, 0.1], [-1.3, -0.9, -0.1], [0.1, 0.2, 0.5], [0.0, 0.2, -0.2], [0.5, -0.4, 1.0], [0.3, -0.2, 0.9], [0.6, 0.1, -0.2], [-0.1, 0.3, -0.3], [0.7, 0.4, 0.6], [0.2, -0.3, 0.4], [-0.3, 0.0, 0.0], [-0.1, -0.3, 0.1], [0.1, -0.1, -0.1], [-0.1, -0.3, -0.2], [0.1, -1.4, -0.4], [0.4, 0.1, 0.1], [-0.4, 1.0, -0.3], [-0.3, 0.7, -0.5], [0.1, 0.1, 0.0], [0.0, 0.4, -0.4], [-0.2, -0.5, -0.5], [-0.1, -0.3, -0.1], [0.3, 0.4, 0.6], [0.2, 0.1, 0.0], [-0.3, -0.6, -0.4], [-0.1, 0.3, 0.3], [-0.3, 0.2, -0.1], [0.0, -0.1, 0.1], [-0.2, -0.1, -0.3], [0.6, 0.4, 0.0], [0.8, 1.0, -0.3]], "homo_lumo_gap_ev": [4.8, 4.2], "total_charge": -1, "e_homo_ev": [-1.901, -1.201]}

---

2.
{"formula": "C19H23O4", "method": "ωB97M-V/def2-TZVPD", "elements": ["C", "C", "C", "H", "H", "C", "H", "C", "H", "H", "H", "H", "O", "H", "H", "C", "H", "H", "C", "C", "H", "O", "H", "H", "C", "H", "H", "C", "H", "C", "H", "C", "C", "C", "C", "H", "C", "H", "H", "O", "H", "C", "O", "H", "C", "C"], "xyz": [[-0.69668, 1.20968, -2.44623], [-1.98098, -0.90114, 1.27709], [-0.35424, 1.15817, -1.02320], [5.54628, -2.61218, 1.07673], [1.73414, -2.58991, 1.08387], [-4.53414, 2.74112, -3.64336], [-1.58334, 1.65782, -4.97093], [1.05642, -2.03070, 1.75173], [-0.84576, -1.99837, -0.18033], [-3.89729, 2.29242, -5.66646], [1.42475, 1.20405, -0.00296], [1.14651, -0.45307, -0.96838], [3.43929, -1.06982, 1.56364], [-0.65443, -2.82276, 2.78845], [-2.99741, -1.13188, 1.62230], [-2.81186, 2.57436, -1.93688], [-1.15261, -0.81001, 3.32577], [5.42945, -2.12755, 2.77537], [0.74889, 0.48809, -0.54938], [-2.30017, 1.98840, -4.22130], [-0.08626, -3.82811, 1.48326], [0.00787, 0.62266, -3.30293], [-4.79354, 3.34495, -1.57434], [4.94606, -0.34305, 0.32716], [0.15198, 0.33101, 2.00818], [-2.06385, -0.20903, 0.42195], [6.73614, -1.50521, 1.75144], [5.67947, -1.77560, 1.76910], [-2.49349, 2.72588, -0.90874], [4.80296, -0.61659, 1.38034], [-1.85740, 0.69283, 2.70590], [-3.59656, 2.33581, -4.61463], [2.53955, -0.10567, 1.31249], [1.10083, -0.60540, 1.33979], [-1.94933, 1.94497, -2.85600], [-0.95733, 1.70354, -0.28611], [-1.26347, -0.19096, 2.41593], [-5.55206, 3.03040, -3.94149], [4.97752, 0.25997, 2.01490], [2.89392, 1.05002, 1.06294], [-2.11011, -2.94186, 0.57918], [-4.11224, 2.92644, -2.31862], [0.39561, 1.50439, 2.25516], [1.48840, -2.13330, 2.77219], [-1.31916, -2.20166, 0.78731], [-0.28232, -2.78315, 1.76008]], "forces_ev_per_a": [[1.0, -1.5, 1.4], [-0.3, -0.2, 0.0], [-2.2, 0.0, -1.6], [0.0, 0.1, 0.1], [-0.2, 0.1, 0.3], [0.4, 0.4, -0.2], [-0.1, -0.1, 0.3], [0.2, -1.5, 0.0], [0.1, -0.1, 0.1], [0.2, 0.0, 0.4], [-0.7, -1.5, -0.4], [0.1, 1.2, -0.8], [1.2, 0.0, -0.2], [-0.3, 0.0, -0.2], [0.0, 0.1, -0.1], [-0.3, -0.6, -0.4], [-0.1, 0.1, -0.4], [0.0, 0.1, -0.1], [1.7, 0.8, 0.4], [-0.5, -0.5, 0.2], [0.0, 0.1, 0.1], [-0.9, 0.8, 0.2], [0.2, -0.1, -0.2], [0.0, 0.1, 0.3], [0.1, -0.3, 0.2], [-0.1, -0.2, 0.4], [0.0, 0.1, 0.0], [0.1, -0.4, 0.1], [-0.1, -0.1, -0.2], [-0.3, -0.2, 0.1], [0.4, -0.2, -0.1], [-0.2, 0.2, 0.6], [-2.0, 1.5, 0.0], [0.7, 2.2, 1.3], [-0.2, 0.9, -0.4], [0.7, 0.4, -0.4], [0.7, 0.4, -0.1], [0.5, -0.3, 0.2], [0.0, -0.1, -0.2], [0.2, -1.5, 0.5], [0.3, 0.1, 0.1], [0.2, 0.0, -0.3], [-0.1, 0.1, 0.0], [0.0, 0.0, -0.4], [-0.1, -0.2, -0.1], [-0.2, -0.1, -0.4]], "homo_lumo_gap_ev": 6.4, "total_charge": -1, "e_homo_ev": -3.283}

---

3.
{"formula": "C19H24AlCaCl2F10KN2O2P3", "method": "ωB97M-V/def2-TZVPD", "elements": ["Cl", "C", "C", "C", "H", "H", "H", "F", "F", "C", "H", "C", "H", "F", "C", "C", "Al", "O", "C", "C", "C", "H", "F", "F", "Cl", "O", "N", "F", "H", "C", "H", "H", "H", "H", "H", "P", "P", "H", "Ca", "H", "H", "F", "C", "C", "H", "C", "H", "H", "H", "C", "C", "F", "H", "H", "H", "P", "F", "C", "H", "H", "N", "C", "K", "F", "C"], "xyz": [[-0.48182, 5.31518, 1.46913], [-3.64572, 4.83456, -7.23311], [1.60879, 2.00133, -1.09812], [-0.45486, 2.95154, 0.13313], [-3.75306, 3.96785, -7.89106], [-0.47516, -3.19935, 3.24445], [3.27067, -3.54435, 0.58215], [0.70075, -0.57972, -5.97698], [-2.69044, 2.53005, -1.15087], [0.63237, -0.37991, 2.93274], [-1.33299, 2.74178, 5.15852], [1.74848, -3.61692, 3.96646], [2.31797, -4.64344, 4.17246], [2.16432, -0.56828, 5.15643], [1.57298, 4.43568, -3.57498], [-0.23690, 0.91081, 2.32803], [2.29876, 1.14432, -4.34992], [2.39175, 1.67844, -2.13005], [0.17255, 1.66661, 0.93335], [-2.18201, 5.87667, -2.54756], [-1.28913, 2.75360, 3.96713], [-2.84086, 5.10912, -1.92345], [-3.45362, -11.57421, 0.43227], [-2.77876, -10.56376, 2.22242], [3.90844, -0.72685, -0.20864], [-1.61970, 3.61132, 0.29874], [-1.04867, 4.96007, -6.24645], [0.11848, -0.91415, 4.24510], [-2.68595, 6.92500, -2.41954], [-2.22623, 4.90320, -6.69385], [3.67665, -4.76890, 1.96828], [0.69133, -3.84595, 1.90649], [-1.00117, 3.70096, 3.33904], [2.56044, 4.56066, -2.93731], [-2.57174, 0.91125, 3.26721], [-3.92635, -10.30373, 1.20085], [2.93851, -2.45264, 2.95438], [5.54919, -2.43088, 2.47549], [1.31739, 7.11866, 2.58145], [-4.35484, 4.74356, -6.40567], [-0.00987, 6.62962, -2.48314], [-3.71572, -9.85416, -0.27607], [2.40809, -0.22435, 0.75532], [-1.53837, 1.47106, 3.19735], [1.49692, -3.17808, 5.02626], [1.98405, -0.99643, 2.17099], [1.62442, 3.57198, -4.36523], [-2.30283, 5.53385, -3.67943], [-3.87368, 5.74191, -7.79923], [0.40023, -3.96153, 3.05656], [3.72189, -3.61719, 1.65997], [-4.82957, -11.23285, 2.06675], [5.70910, -2.81063, 0.61942], [-0.00605, -5.06050, 3.23556], [1.27157, 5.44620, -4.09140], [0.09304, 4.01772, -2.38459], [-5.36037, -9.69919, 1.12096], [-0.64995, 5.77195, -1.97405], [-0.66930, 5.97157, -0.81546], [6.01277, -4.20379, 1.95542], [0.65979, 3.20002, -0.90511], [5.35440, -3.25794, 1.64650], [-0.45295, -6.63262, 2.25508], [-3.42057, -8.89724, 1.64119], [1.50309, 1.03142, 0.21825]], "forces_ev_per_a": [[2.4, 3.2, 2.3], [1.2, 0.0, 0.4], [1.2, -1.7, -0.7], [-1.4, -1.6, 1.4], [0.2, 0.1, 0.1], [1.8, -1.6, -0.2], [0.8, 0.1, 2.1], [1.1, 1.2, 1.3], [0.6, 0.4, 0.5], [-0.8, 2.4, -0.6], [-1.2, 0.4, -2.9], [-0.9, -1.0, 0.4], [-0.8, 2.4, -0.7], [1.1, -0.4, -0.7], [0.3, 0.4, 0.9], [0.4, -0.5, -0.6], [-1.0, -1.5, -1.5], [-4.1, 2.6, 5.0], [1.3, -2.3, 1.5], [-1.0, -1.4, 0.2], [-0.3, -3.0, -1.7], [1.4, 1.6, -1.3], [0.8, -5.5, 0.2], [3.9, -3.6, 2.6], [-2.8, 0.9, 1.8], [6.1, -5.0, -2.1], [-9.4, -0.4, -3.5], [1.0, 1.6, -5.6], [1.4, -1.8, -0.2], [7.8, 0.4, 3.0], [-0.4, 2.7, -0.3], [-0.7, -0.5, 2.3], [0.6, -2.2, 1.6], [-1.8, -0.3, -1.6], [2.8, 0.3, 0.6], [-1.2, -1.5, -0.5], [-2.1, 0.6, 0.0], [-0.2, -1.7, -1.8], [-1.6, -1.6, -0.9], [0.2, 0.0, -0.1], [-1.0, -1.9, 1.0], [0.5, 4.6, -3.7], [-3.1, 2.8, 0.3], [1.6, 2.2, 1.4], [0.5, -0.4, -2.4], [-2.2, 1.3, -0.5], [0.1, 1.9, 1.5], [0.6, 0.9, 2.4], [0.2, -0.1, 0.1], [0.1, 0.4, -0.5], [1.6, -1.0, -1.1], [-0.1, -4.1, 3.8], [-0.8, -1.1, 2.1], [1.4, 4.0, 0.8], [0.6, -2.1, 0.9], [-1.1, 1.2, -2.1], [-3.3, 4.0, -2.5], [-0.3, 1.5, 0.4], [0.1, -0.5, -2.5], [-1.6, 2.1, -0.9], [0.8, -2.6, 0.2], [0.4, 0.4, 0.6], [-1.1, -2.3, -1.2], [-0.3, 6.7, 0.2], [-0.6, -0.1, 1.3]], "homo_lumo_gap_ev": 2.0, "total_charge": 1, "e_homo_ev": -9.793}

---

4.
{"formula": "C19H24BBrCrFN4O2S2", "method": "ωB97M-V/def2-TZVPD", "elements": ["C", "H", "C", "C", "H", "N", "H", "F", "H", "C", "C", "C", "C", "H", "C", "C", "C", "C", "H", "C", "H", "N", "H", "C", "S", "B", "C", "Cr", "C", "O", "Br", "H", "H", "H", "H", "H", "C", "N", "H", "H", "H", "H", "H", "C", "N", "H", "H", "C", "O", "H", "C", "H", "H", "S", "H"], "xyz": [[5.09631, -0.48475, -0.78202], [5.68312, -0.28304, 1.28469], [0.42379, -5.66188, 3.35933], [-1.72965, 2.72676, -1.55011], [0.92755, -5.29557, 4.25089], [-1.15505, -1.16042, 2.05134], [-2.23534, 3.15216, -0.68240], [0.46180, -2.43226, -0.18322], [-0.95264, 4.45027, 2.93286], [-0.80037, 1.32434, -3.90521], [-3.65693, 1.17788, -1.90451], [-1.40055, 2.35983, 2.79227], [-2.15599, 1.27139, -1.70057], [-1.99353, 3.32061, -2.42654], [1.04584, 2.06776, 1.62857], [3.56397, -0.48694, 1.02196], [4.03719, -0.66271, -1.65411], [-0.92506, 1.12346, 2.36957], [-2.54666, -0.15420, 3.20242], [-1.30737, 0.49063, -2.74352], [-1.27960, -1.35258, -3.82671], [-1.63219, -2.39953, 2.38439], [-4.16796, 1.76822, -1.14333], [-0.60552, 3.47597, 2.61567], [-1.12818, -4.80750, 3.06564], [-0.58296, -0.00741, -0.62736], [0.64191, 3.32962, 2.02331], [0.55534, -0.96545, 0.92652], [-1.99875, -0.76868, -3.25267], [-0.17741, 0.05781, -1.94897], [6.85616, -0.36271, -1.44727], [0.15432, -6.70856, 3.49721], [3.32521, -0.44372, 2.07811], [-2.84677, -0.53215, -3.89665], [-3.94289, 1.56881, -2.88332], [-3.99944, 0.14841, -1.82601], [-0.61833, -3.16923, 2.68661], [0.29147, 0.98172, 1.80315], [-1.63376, 1.74680, -4.47081], [-2.34458, -1.38516, -2.42270], [4.19113, -0.74604, -2.71954], [1.08625, -5.57339, 2.50251], [2.00057, 1.90868, 1.14366], [2.76064, -0.74247, -1.12444], [2.53250, -0.63835, 0.18736], [1.88787, -0.89738, -1.74496], [-0.65265, 2.80407, -1.39029], [4.87120, -0.40112, 0.58305], [-1.80970, 0.60609, -0.46559], [-2.38057, 2.42985, 3.24300], [-1.66886, -0.11243, 2.56606], [-0.22309, 0.69367, -4.58164], [1.29657, 4.17478, 1.86636], [1.02423, -2.66225, 2.80336], [-0.16255, 2.13829, -3.56537]], "forces_ev_per_a": [[0.0, 0.0, 0.0], [0.0, 0.0, 0.0], [0.1, 0.0, 0.0], [0.0, 0.0, 0.0], [0.0, 0.0, 0.0], [0.1, 0.1, -0.1], [0.0, 0.0, 0.0], [0.0, 0.1, 0.0], [0.0, 0.0, 0.0], [0.0, 0.0, 0.0], [0.0, 0.0, 0.0], [0.1, 0.0, -0.1], [-0.1, 0.0, 0.0], [0.0, 0.0, 0.0], [-0.1, 0.1, 0.0], [0.0, 0.0, -0.1], [0.0, 0.0, 0.0], [0.0, 0.0, 0.0], [0.0, 0.0, 0.0], [0.0, 0.0, -0.1], [0.0, 0.0, 0.0], [0.2, 0.1, 0.0], [0.0, 0.0, 0.0], [-0.1, 0.0, 0.0], [0.0, 0.0, 0.0], [0.2, 0.1, 0.1], [0.1, -0.1, 0.0], [-0.2, -0.2, -0.1], [0.0, 0.0, 0.0], [0.0, 0.0, -0.1], [0.0, 0.0, 0.0], [0.0, 0.0, 0.0], [0.0, 0.0, 0.0], [0.0, 0.0, 0.0], [0.0, 0.0, 0.0], [0.0, 0.0, 0.0], [-0.2, -0.1, 0.0], [0.0, -0.1, 0.0], [0.0, 0.0, 0.0], [0.0, 0.0, 0.0], [0.0, 0.0, 0.0], [0.0, 0.0, 0.0], [0.0, 0.0, 0.0], [0.0, 0.0, 0.0], [-0.3, 0.0, 0.1], [0.0, 0.0, 0.0], [0.0, 0.0, 0.0], [0.0, 0.0, 0.0], [-0.1, 0.0, 0.1], [0.0, 0.0, 0.0], [-0.1, 0.0, 0.0], [0.0, 0.0, 0.0], [0.0, 0.0, 0.0], [0.1, 0.1, 0.0], [0.0, 0.0, 0.0]], "homo_lumo_gap_ev": [7.3, 7.0], "s_squared": 3.809, "multiplicity": 4, "total_charge": 0, "e_homo_ev": [-7.640, -7.550]}